(1)
9 unconnected molecules or ions with the total composition C6H30O12 in a non-equilibrium geometry. Source: the Open Molecules 2025 dataset; level of theory: ωB97M-V/def2-TZVPD.

Results
Frontier orbital gap ... 9.29 eV
Energy above the lowest of the compared OMol25 structures with the same formula, charge and spin ... 1.746 eV
HOMO level ... -0.35538 Ha
SMILES ... OCCO.OCCO.OCCO.O.O.O.O.O.O
Lowest unoccupied orbital energy ... -0.383 eV
Molecular weight ... 294.3 g/mol

ORCA input file:
```
! RIJCOSX wB97M-V def2-TZVPD def2/J DEFGRID3
* xyz 0 1
O 1.053 0.168 3.226
H 0.680 0.828 3.820
H 1.785 -0.225 3.717
O -1.635 2.382 -1.426
H -1.081 2.105 -2.165
H -1.378 1.792 -0.703
O 1.549 3.235 -0.861
H 0.808 2.842 -0.383
H 1.149 3.867 -1.466
O -0.217 -2.230 2.133
H -0.726 -2.794 2.722
H -0.055 -1.398 2.605
O 0.107 1.031 0.397
H 0.054 0.074 0.256
H 0.651 1.119 1.191
O 1.286 -1.523 -0.131
H 0.852 -1.821 0.684
H 2.155 -1.937 -0.115
C 5.149 0.838 1.132
C 3.834 1.333 0.660
O 4.055 1.976 -0.591
O 6.020 1.914 1.460
H 5.614 0.228 0.348
H 5.050 0.246 2.043
H 3.424 2.086 1.350
H 3.081 0.542 0.553
H 3.236 2.459 -0.788
H 5.912 2.571 0.759
C -1.941 -1.797 -3.890
C -1.330 -1.802 -2.524
O 0.070 -1.862 -2.687
O -1.944 -0.478 -4.400
H -2.977 -2.172 -3.822
H -1.451 -2.501 -4.567
H -1.675 -2.676 -1.959
H -1.655 -0.889 -2.011
H 0.519 -1.754 -1.833
H -1.875 -0.526 -5.356
C -3.138 -0.797 0.751
C -3.880 -0.121 1.885
O -4.922 0.694 1.335
O -3.399 -2.202 0.686
H -2.062 -0.697 0.839
H -3.456 -0.336 -0.189
H -3.194 0.506 2.468
H -4.309 -0.895 2.528
H -5.532 0.910 2.045
H -4.260 -2.313 0.271
*
```


(2)
9 unconnected molecules or ions with the total composition C6H32N2O8 in a non-equilibrium geometry. Source: the Open Molecules 2025 dataset; level of theory: ωB97M-V/def2-TZVPD.

Results
Frontier orbital gap (spin up / spin down) ... 10.94 / 6.63 eV
Energy above the lowest of the compared OMol25 structures with the same formula, charge and spin ... 1.633 eV
HOMO level (spin up / spin down) ... -0.49952 / -0.49941 Ha
Lowest unoccupied orbital energy (spin up / spin down) ... -2.656 / -6.955 eV
Molecular weight ... 260.3 g/mol

ORCA input file:
```
! RIJCOSX wB97M-V def2-TZVPD def2/J DEFGRID3
* xyz 1 2
N -2.502 -2.160 -0.628
C -1.604 -1.037 -0.831
C -2.058 0.190 0.041
N -1.285 1.396 -0.227
C 0.152 1.242 -0.077
C 1.115 0.455 -0.953
C -1.722 2.345 -1.210
C -1.284 2.445 -2.641
H -2.886 -2.248 0.315
H -3.326 -2.279 -1.227
H -1.506 -0.782 -1.902
H -0.679 -1.490 -0.378
H -1.950 -0.112 1.097
H -3.112 0.307 -0.111
H 0.162 0.743 0.912
H 0.640 2.248 0.032
H 0.926 -0.572 -1.089
H 1.030 1.007 -1.917
H 2.089 0.747 -0.633
H -1.477 3.349 -0.675
H -2.826 2.390 -1.118
H -1.549 3.432 -3.037
H -0.196 2.168 -2.687
H -1.683 1.688 -3.302
H 1.924 1.593 2.184
H 2.618 0.294 2.214
O 2.593 1.206 2.748
H -0.629 -3.351 -0.858
H -0.272 -4.343 -1.904
O 0.158 -3.780 -1.215
H -0.459 -3.619 1.355
H -1.495 -4.458 1.605
O -1.012 -3.757 2.147
H 4.480 2.343 -1.234
H 3.125 2.546 -0.279
O 3.534 2.351 -1.115
H 0.485 0.188 3.820
H -0.218 1.212 2.974
O -0.360 0.346 3.380
H 3.820 -2.482 2.477
H 2.434 -2.954 1.954
O 3.233 -2.478 1.729
H -0.965 3.973 2.710
H -1.585 2.845 1.961
O -0.949 3.013 2.669
H 1.018 -2.494 -2.075
H 2.486 -1.900 -2.589
O 1.565 -1.762 -2.414
*
```